Record 1
This record from OMol25 describes an isolated molecule of C5H6O. The level of theory is ωB97M-V/def2-TZVPD.

Geometry as XYZ:
```
12
Properties=species:S:1:pos:R:3:forces:R:3:lowdin_charge:R:1
O -0.01257 1.84853 -1.95057 -0.07 0.04 0.56 0.052
C -0.18332 1.98344 -0.76321 0.07 -0.02 -0.32 -0.257
C 0.00008 0.88443 0.26195 -0.05 -0.04 0.03 -0.144
C 0.34687 -0.44322 -0.33954 0.13 0.03 -0.01 -0.110
C 0.12045 -1.66435 0.25970 0.01 -0.03 0.38 -0.302
C -0.30348 -2.48020 1.21406 0.14 0.23 -0.56 0.092
H -0.49443 2.96407 -0.34565 0.04 -0.10 -0.05 0.122
H -0.91711 0.81790 0.86015 0.11 0.06 -0.04 0.129
H 0.78508 1.20913 0.96443 -0.08 -0.01 -0.06 0.133
H -0.37907 -1.83110 -0.77173 -0.16 -0.46 0.15 0.167
H 0.66722 -0.42002 -1.37765 -0.05 -0.01 0.13 0.105
H 0.37030 -2.86861 1.98807 -0.08 0.30 -0.22 0.012
```
Positions in Å, forces in eV/Å.

Calculated values
Spin multiplicity: 1
Total charge: 0
E_tot in Eh: -269.14585

---

Record 2
This record from OMol25 describes an isolated molecule of C5H6O2 in a non-equilibrium geometry. The level of theory is ωB97M-V/def2-TZVPD.

Geometry as XYZ:
```
13
Properties=species:S:1:pos:R:3:forces:R:3:lowdin_charge:R:1
O 1.30596 -0.84661 -0.96824 1.66 0.57 1.11 -0.021
C 1.33546 0.14183 0.07566 -1.71 0.40 -1.96 -0.242
C 0.33753 0.08751 1.20461 -1.78 -0.83 -3.78 -0.131
C -0.78754 -0.87047 0.85575 -0.92 2.30 -1.66 -0.016
C -1.51702 -0.41171 -0.23087 1.95 -0.58 0.98 -0.103
O -1.06377 0.84351 -0.70522 1.55 -1.25 1.20 -0.082
C 0.18142 1.14166 0.05228 -0.79 1.06 0.81 -0.130
H 0.47611 -0.86055 -1.45868 0.02 0.51 0.41 0.078
H 2.28489 0.59326 0.44586 -0.46 -0.85 -1.20 0.161
H 0.84056 0.27853 2.07380 0.13 0.35 2.65 0.099
H -0.91153 -1.80116 1.32598 -0.33 -0.96 0.45 0.084
H -2.19957 -0.98481 -0.92947 0.67 1.05 1.24 0.141
H 0.27292 2.26667 0.18565 0.00 -1.77 -0.24 0.161
```
Positions in Å, forces in eV/Å.

Calculated values
Spin multiplicity: 1
Total charge: 0
SMILES: O[C@@H]1[C@@H]2C=CO[C@H]12
E_tot in Eh: -344.48954

---

Record 3
This record from OMol25 describes an isolated molecule of C5H6O2. The level of theory is ωB97M-V/def2-TZVPD.

Geometry as XYZ:
```
13
Properties=species:S:1:pos:R:3:forces:R:3:lowdin_charge:R:1
O 1.28595 -2.67368 -0.52738 0.11 0.45 -0.24 0.064
C 1.31908 -1.54999 -0.95704 0.00 -0.36 0.09 -0.270
C 1.91980 -0.37040 -0.20189 0.04 -0.03 0.08 -0.154
C 0.74040 0.39632 0.20414 -0.56 0.19 0.09 -0.035
C -0.35755 0.84281 0.42662 0.46 -0.18 -0.07 0.020
C -1.72583 1.30959 0.70081 0.18 0.28 0.15 -0.274
O -2.70534 0.55769 0.01424 -0.05 -0.25 0.08 -0.057
H 0.83572 -1.27187 -1.91606 0.06 -0.12 0.06 0.131
H 2.49673 -0.73949 0.65094 -0.12 0.07 -0.10 0.122
H 2.57325 0.21699 -0.85861 -0.13 -0.09 0.08 0.120
H -1.89493 1.29804 1.78710 0.01 0.02 -0.16 0.121
H -1.84361 2.34105 0.35904 0.03 -0.10 0.06 0.121
H -2.64366 -0.35706 0.31808 -0.03 0.12 -0.11 0.092
```
Positions in Å, forces in eV/Å.

Calculated values
Spin multiplicity: 1
Total charge: 0
SMILES: O=CCC#CCO
E_tot in Eh: -344.51179

---

Record 4
This record from OMol25 describes a structure of composition C5H6O2 in a non-equilibrium geometry. The level of theory is ωB97M-V/def2-TZVPD.

Geometry as XYZ:
```
13
Properties=species:S:1:pos:R:3:forces:R:3:lowdin_charge:R:1
C -0.31645 -1.14688 0.93762 -0.05 -0.77 -0.50 -0.071
O 0.01887 -0.09595 1.64947 -0.04 -0.05 1.04 0.003
C 0.49433 0.98765 1.07981 0.30 0.61 -0.44 -0.073
C 0.60482 0.87849 -0.39361 0.05 0.32 -0.03 -0.261
O 1.25063 -0.40635 -0.69924 0.07 0.02 -0.01 -0.050
C -0.06625 -1.01062 -0.52961 -0.20 -0.25 0.01 -0.272
C -0.72260 0.31274 -0.94624 -0.30 0.05 0.03 -0.048
H -1.64240 0.53095 -0.39064 0.16 0.24 -0.23 0.122
H -0.62343 -2.00813 1.50919 0.06 0.04 -0.09 0.116
H 0.83891 1.76355 1.74657 -0.03 -0.14 -0.09 0.117
H 1.10807 1.71409 -0.88262 -0.16 -0.05 0.11 0.149
H -0.18919 -1.92903 -1.11023 -0.04 0.17 0.18 0.150
H -0.85785 0.47897 -2.01198 0.17 -0.18 0.02 0.117
```
Positions in Å, forces in eV/Å.

Calculated values
Spin multiplicity: 1
Total charge: 0
E_tot in Eh: -344.43821

---

Record 5
This record from OMol25 describes an isolated molecule of C5H6O2 in a non-equilibrium geometry. The level of theory is ωB97M-V/def2-TZVPD.

Geometry as XYZ:
```
13
Properties=species:S:1:pos:R:3:forces:R:3:lowdin_charge:R:1
C 2.02306 1.26290 -0.14121 -3.06 1.80 -0.82 0.095
C 0.85304 0.73815 -0.63141 2.15 3.49 1.36 -0.070
C 0.85285 -0.67224 -0.63769 -0.95 -2.89 -0.56 -0.420
O 1.85704 -1.35094 -0.78194 -0.54 0.20 0.14 0.083
C -0.49616 -1.35802 -0.48079 -0.25 -0.27 -0.70 -0.188
C -1.25061 -1.41043 0.79660 -0.71 -1.36 -0.16 -0.114
O -1.63979 -0.51411 -0.21844 0.49 0.19 -0.20 -0.064
H 2.07915 2.35213 -0.02356 0.06 -0.37 -0.11 0.069
H 2.82826 0.73820 0.26858 0.97 -1.16 0.12 0.053
H -0.01735 1.42191 -0.80012 0.88 -1.12 -0.07 0.132
H -0.74597 -2.19761 -1.23567 0.78 1.35 1.33 0.179
H -1.83582 -2.32909 0.67090 -0.24 0.22 1.14 0.105
H -1.08050 -1.07010 1.85389 0.43 -0.08 -1.47 0.139
```
Positions in Å, forces in eV/Å.

Calculated values
Spin multiplicity: 1
Total charge: 0
SMILES: C=CC(=O)[C@H]1CO1
E_tot in Eh: -344.49492

---

Record 6
This record from OMol25 describes a cluster of 2 separate species, C5H6O2 in total in a non-equilibrium geometry. The level of theory is ωB97M-V/def2-TZVPD.

Geometry as XYZ:
```
13
Properties=species:S:1:pos:R:3:forces:R:3:lowdin_charge:R:1
C 0.12948 0.83460 1.43224 -0.15 -0.07 0.09 -0.022
C 0.09565 -0.01936 0.18428 -0.24 -0.21 -0.04 -0.455
C 1.43038 -0.66847 -1.76341 -0.10 0.11 -0.01 0.055
C 1.17769 0.21413 -0.80556 0.21 -0.06 -0.20 -0.110
C -3.37376 -0.44460 0.69959 -0.61 -0.93 -0.97 0.001
O -3.76227 -1.17819 -0.07734 0.47 0.94 1.00 0.021
O -0.75991 -0.86619 -0.00541 0.50 0.42 0.22 0.022
H -0.65299 0.47848 2.09485 -0.03 0.09 0.13 0.072
H -0.04525 1.89271 1.19964 0.01 -0.20 -0.11 0.091
H 1.10100 0.78224 1.93915 -0.12 -0.09 -0.20 0.088
H 0.80539 -1.54948 -1.83907 0.07 -0.06 -0.06 0.072
H 2.23019 -0.52471 -2.48121 -0.08 -0.04 0.07 0.066
H 1.78097 1.10416 -0.69405 0.07 0.10 0.06 0.099
```
Positions in Å, forces in eV/Å.

Calculated values
Spin multiplicity: 1
Total charge: 0
E_tot in Eh: -344.56491

---

Record 7
This record from OMol25 describes an isolated molecule of C5H6O2. The level of theory is ωB97M-V/def2-TZVPD.

Geometry as XYZ:
```
13
Properties=species:S:1:pos:R:3:forces:R:3:lowdin_charge:R:1
C 2.52447 0.20961 0.09691 -0.16 -0.02 0.06 0.039
C 1.23167 0.09276 0.22434 0.05 0.08 -0.08 -0.043
C -0.07210 0.05184 0.07546 0.18 -0.01 -0.05 -0.172
C -0.46636 0.66133 -1.22324 -0.31 -0.11 -0.27 -0.214
O -1.40844 0.28276 -1.88428 0.18 0.20 0.35 0.055
C -1.11901 -0.66180 0.92008 0.30 -0.15 0.14 -0.212
O -2.39517 -0.08812 0.78578 -0.08 -0.05 -0.20 -0.056
H 3.08187 -0.51578 -0.49165 -0.06 0.05 0.17 0.071
H 3.07357 1.02926 0.55050 -0.08 -0.12 0.03 0.067
H 0.20531 1.47238 -1.56754 -0.09 -0.15 -0.09 0.131
H -1.13416 -1.73275 0.66945 0.03 0.16 -0.03 0.128
H -0.84948 -0.57704 1.97652 0.03 -0.03 -0.17 0.127
H -2.67217 -0.22444 -0.13233 0.02 0.13 0.12 0.078
```
Positions in Å, forces in eV/Å.

Calculated values
Spin multiplicity: 1
Total charge: 0
SMILES: C=C=C(C=O)CO
E_tot in Eh: -344.52015

---

Record 8
This record from OMol25 describes an isolated molecule of C5H6O2 in a non-equilibrium geometry. The level of theory is ωB97M-V/def2-TZVPD.

Geometry as XYZ:
```
13
Properties=species:S:1:pos:R:3:forces:R:3:lowdin_charge:R:1
C 1.76224 -0.29788 -0.75886 0.00 0.02 0.02 -0.020
C 0.35386 -0.45652 -0.23493 0.09 -0.13 0.06 -0.278
O 0.22377 0.00290 1.14862 0.48 -0.54 0.56 -0.077
C -0.68700 0.55312 -0.74415 -0.13 -0.01 -0.31 -0.330
O -1.00719 0.93746 -1.83164 0.22 -0.21 0.69 0.140
C -1.20413 0.81688 0.63419 -1.20 0.18 0.19 -0.116
C -2.04830 0.43933 1.53184 -0.42 0.69 -0.52 0.076
H 2.44358 -1.00546 -0.27854 -0.13 0.10 -0.04 0.086
H 2.12296 0.71744 -0.57724 -0.04 -0.11 -0.02 0.095
H 1.76806 -0.48318 -1.83820 -0.04 0.04 0.16 0.094
H -0.01703 -1.48140 -0.32714 -0.02 0.10 -0.04 0.162
H -0.59781 -0.34361 1.76518 1.33 -0.17 -0.76 0.132
H -3.11301 0.60092 1.51086 -0.13 0.03 0.00 0.036
```
Positions in Å, forces in eV/Å.

Calculated values
Spin multiplicity: 1
Total charge: 0
E_tot in Eh: -344.41352